The following is a quantum chemistry calculation of the molecule C4H6N2O, from the OMol25 dataset.

Output
- Frontier orbital gap: 10.87 eV
- SMILES: O=C1NC[C@H]2CN12
- ΔE to the lowest compared entry with this formula, charge and spin: 1.648 eV
- Highest occupied orbital energy: -0.3673 hartree

Structure (ORCA input):
```
! wB97M-V def2-TZVPD RIJCOSX def2/J DEFGRID3
* xyz 0 1
H -0.75205 0.40456 1.27954
C -0.74784 -0.35749 -0.74201
O 0.99824 2.09962 0.90482
C -1.30542 0.47924 0.34509
H -2.31082 0.85119 0.48174
H 2.01809 -0.28532 0.88858
N -0.44485 1.08448 -0.68074
C 0.73618 1.16241 0.19067
N 1.35693 -0.06635 0.15995
C 0.52049 -1.12012 -0.38654
H 0.32102 -1.90254 0.35476
H 0.98903 -1.57713 -1.26474
H -1.37900 -0.77256 -1.53111
*
```